DFT (ωB97M-V/def2-TZVPD) results for one molecule with the formula C16H22N2O2.

structure (SMILES)	Cc1ccc(/C(N)=N/OC(=O)CCC2CCCC2)cc1
energy relative to the best compared isomer or geometry (same formula, charge and spin)	244.59	kJ/mol
total energy	-24023.6428	eV
total charge	0
spin multiplicity	1

XYZ file:
```
42
C16H22N2O2 | the OMol25 dataset | ωB97M-V/def2-TZVPD
C 5.99194 -3.60680 3.22563
C 4.74348 -3.22445 2.49229
C 3.92007 -4.19099 1.92984
C 2.77395 -3.83731 1.24203
C 2.42713 -2.49807 1.09622
C 1.19987 -2.10305 0.37030
N 0.15425 -2.97255 0.40163
N 1.31438 -1.00252 -0.26953
O 0.30595 -0.45798 -1.08663
C -0.97723 -0.36429 -0.77737
O -1.51884 -0.84870 0.19293
C -1.68523 0.48320 -1.80824
C -1.83065 1.90899 -1.26229
C -2.58746 2.82575 -2.22711
C -2.51447 4.28932 -1.78302
C -3.57749 4.41600 -0.68778
C -4.63238 3.34111 -1.00769
C -4.09674 2.56836 -2.22161
C 3.25701 -1.52454 1.64530
C 4.39573 -1.88649 2.33601
H 6.15281 -2.95427 4.08106
H 6.85397 -3.50990 2.56486
H 5.94310 -4.63699 3.56985
H 4.17910 -5.23558 2.02924
H 2.16575 -4.61027 0.79429
H 0.18648 -3.68439 1.11399
H -0.76696 -2.58217 0.23622
H -1.10546 0.49051 -2.73082
H -2.66792 0.04771 -1.99028
H -0.83096 2.31513 -1.09191
H -2.34862 1.87026 -0.30365
H -2.16556 2.69876 -3.22817
H -2.77052 4.93240 -2.62660
H -1.52305 4.57068 -1.43090
H -3.13174 4.23278 0.28978
H -4.01020 5.41546 -0.66924
H -5.60262 3.78513 -1.22737
H -4.76556 2.67222 -0.15775
H -4.53069 2.96724 -3.13974
H -4.34304 1.50951 -2.16876
H 2.99027 -0.48761 1.52167
H 5.02813 -1.12160 2.76331
```

***

DFT (ωB97M-V/def2-TZVPD) results for a 10-piece molecular cluster, C45H119N9O13 overall.

structure (SMILES)	COC[C@H](C)N.COC[C@H](C)N.COC[C@H](C)N.COC[C@H](C)N.COC[C@H](C)N.COC[C@H](C)N.COCCNCCOC.COCCNCCOC.COCCNCCOC.CC(C)O
energy relative to the best compared isomer or geometry (same formula, charge and spin)	128.66	kJ/mol
total energy	-88614.8221	eV
total charge	0
spin multiplicity	1

XYZ file:
```
186
C45H119N9O13 | the OMol25 dataset | ωB97M-V/def2-TZVPD
C -23.96141 10.45859 5.41826
O -23.58470 10.36057 4.06222
C -24.07293 9.23296 3.36970
C -23.91593 9.30772 1.86728
C -24.31877 10.72358 1.38326
N -24.82477 8.32216 1.25137
H -23.37100 11.27101 5.83754
H -23.83735 9.49001 5.90702
H -24.99792 10.80415 5.52192
H -23.72980 8.28125 3.80127
H -25.14616 9.15459 3.61053
H -22.90197 9.09035 1.53536
H -24.05644 10.83495 0.32748
H -23.82194 11.55079 1.90027
H -25.36589 11.01508 1.50758
H -25.75890 8.71703 1.28401
H -24.55263 8.32740 0.27229
C -18.99620 11.65150 -2.31282
O -18.62153 12.73241 -3.12724
C -19.70473 13.54318 -3.53509
C -19.13309 14.85399 -4.04917
C -20.12558 15.99926 -4.21315
N -18.52161 14.59435 -5.39217
H -18.09189 11.29804 -1.82181
H -19.46429 10.84357 -2.88993
H -19.68140 11.95395 -1.51121
H -20.29957 13.03308 -4.29765
H -20.30902 13.80928 -2.65778
H -18.31219 15.20659 -3.41736
H -20.75620 16.17704 -3.34207
H -20.79673 15.74167 -5.03778
H -19.61880 16.91492 -4.51501
H -17.90100 15.37817 -5.58302
H -17.88127 13.81254 -5.26243
C -15.15056 8.62299 -1.14425
O -15.58331 9.02736 0.12522
C -14.44665 9.28193 0.93831
C -14.90644 9.77990 2.30199
C -15.43066 11.20274 2.35487
N -13.84751 9.67072 3.31675
H -14.52209 7.72219 -1.13889
H -14.55859 9.37427 -1.68055
H -15.96534 8.37542 -1.82876
H -13.99116 8.30065 1.12057
H -13.74010 9.99764 0.51269
H -15.78987 9.18994 2.58691
H -16.22566 11.27035 1.60812
H -14.71398 12.02155 2.27421
H -15.88624 11.36279 3.33624
H -14.24336 10.01610 4.19068
H -13.72356 8.69420 3.59820
C -22.44151 5.84324 0.57010
O -21.84487 4.62123 0.98000
C -22.59655 3.99393 2.00097
C -22.52602 4.65520 3.38729
C -21.09523 5.01299 3.77433
N -23.10915 3.70059 4.33232
H -23.40756 5.62588 0.11034
H -21.80316 6.34830 -0.15197
H -22.47749 6.51711 1.43077
H -23.63277 3.91888 1.65765
H -22.21740 2.97296 2.10062
H -23.14533 5.55451 3.33266
H -20.51702 5.33093 2.89993
H -20.56262 4.15699 4.19755
H -21.04605 5.78497 4.54513
H -22.56752 2.84014 4.27271
H -22.93800 3.99798 5.28824
C -16.81004 2.85895 -3.55742
O -17.76620 1.88202 -3.19891
C -19.08135 2.39581 -3.10583
C -19.34421 3.12944 -1.80430
C -19.03805 2.27148 -0.57212
N -20.76200 3.54816 -1.81704
H -16.53673 3.45110 -2.67667
H -17.21409 3.50013 -4.34290
H -15.86411 2.42847 -3.88171
H -19.35749 2.99387 -3.98030
H -19.70193 1.49539 -3.14399
H -18.74154 4.03752 -1.70329
H -18.02870 1.86565 -0.65506
H -19.67980 1.38207 -0.57832
H -19.29820 2.83797 0.32002
H -21.34634 2.75170 -2.06176
H -21.00679 3.73790 -0.84583
C -24.99808 13.35289 -1.94236
O -24.19292 13.05109 -3.05443
C -24.62564 11.93225 -3.80411
C -24.22682 10.59484 -3.21716
C -22.77139 10.44705 -2.83881
N -24.61082 9.59205 -4.24371
H -25.07348 14.42062 -1.75001
H -24.57991 12.90490 -1.03144
H -25.99508 12.91000 -2.03329
H -25.68162 12.07140 -4.05843
H -24.16040 12.03569 -4.79276
H -24.83043 10.33783 -2.33771
H -22.58255 9.41168 -2.55107
H -22.46041 11.08682 -2.00846
H -22.11277 10.67619 -3.68288
H -24.21726 8.69094 -3.98558
H -24.08456 9.83486 -5.08440
C -20.88390 8.77114 4.20942
O -19.68234 8.71180 4.97866
C -18.53681 8.64492 4.15280
C -17.29923 8.59045 5.02188
N -16.82099 9.86073 5.55287
C -17.48733 10.23003 6.82195
C -16.96531 11.56132 7.37561
O -17.72684 11.97609 8.48384
C -19.01922 12.44683 8.11068
H -20.91422 7.86516 3.59867
H -20.90350 9.70328 3.63897
H -21.69922 8.85067 4.92263
H -18.48746 9.46510 3.42855
H -18.55015 7.69704 3.59354
H -16.47905 8.20268 4.41187
H -17.46460 7.78711 5.75625
H -15.83359 9.73056 5.74645
H -17.23403 9.43410 7.53111
H -18.54653 10.28492 6.59061
H -16.95311 12.31541 6.57894
H -15.91938 11.39583 7.64305
H -19.44936 13.03012 8.92363
H -19.66513 11.58747 7.93408
H -18.91279 13.12659 7.26156
C -19.18162 6.80153 -4.25372
O -19.85469 6.53330 -5.48070
C -19.44435 5.38908 -6.17975
C -20.32714 5.23872 -7.39243
N -20.08392 6.27226 -8.41920
C -21.26917 6.36653 -9.31936
C -22.52551 6.83570 -8.59790
O -23.34084 5.69810 -8.35773
C -24.29818 5.86871 -7.34998
H -19.57061 7.74115 -3.87424
H -18.10665 6.85336 -4.45426
H -19.46239 5.94868 -3.62449
H -19.47152 4.50966 -5.52062
H -18.38206 5.48753 -6.45317
H -21.35224 5.33969 -7.03486
H -20.23930 4.24096 -7.83544
H -19.42938 5.84764 -9.07267
H -21.40139 5.41435 -9.84148
H -21.05083 7.11878 -10.08130
H -23.09795 7.57133 -9.16969
H -22.20608 7.33182 -7.67359
H -23.85402 6.18382 -6.40070
H -24.80352 4.92079 -7.15455
H -25.11154 6.54175 -7.64485
C -17.87802 2.44444 2.95455
O -17.11910 3.47069 3.54358
C -17.14931 4.63313 2.75404
C -16.21496 5.68841 3.33922
N -14.82320 5.31578 3.51767
C -14.21699 4.81406 2.27226
C -12.72910 4.53084 2.43130
O -12.36758 3.36373 3.12703
C -12.74088 2.17518 2.47120
H -17.78664 1.53369 3.54485
H -17.47125 2.12592 1.98466
H -18.91207 2.76378 2.79630
H -18.15916 5.05608 2.72730
H -16.82132 4.42930 1.72690
H -16.60511 5.91640 4.33671
H -16.37742 6.61322 2.76237
H -14.25946 6.12757 3.74841
H -14.30860 5.53131 1.44140
H -14.74658 3.90657 1.97967
H -12.23676 5.39244 2.88375
H -12.33077 4.39409 1.41403
H -12.30394 1.32918 2.99739
H -12.26135 2.16607 1.48450
H -13.81924 2.03816 2.39984
C -18.63082 7.29623 0.26205
C -18.88954 8.52948 -0.62645
C -20.38918 8.75775 -0.67483
O -18.32984 9.61989 0.08991
H -19.14152 6.37583 -0.05767
H -18.94694 7.42913 1.29511
H -17.57496 7.01623 0.17252
H -18.49423 8.40130 -1.63899
H -20.85957 7.90406 -1.16571
H -20.52010 9.64712 -1.29619
H -20.88901 8.93932 0.27573
H -17.36513 9.48560 0.08545
```

***

DFT (ωB97M-V/def2-TZVPD) results for C50H30I4N8S2Zn as an isolated structure.

total energy	-166748.1508	eV
total charge	0
spin multiplicity	1

XYZ file:
```
95
C50H30I4N8S2Zn | the OMol25 dataset | ωB97M-V/def2-TZVPD
Zn -0.08893 -0.33951 -0.16226
I -0.35598 -7.15747 6.74052
C -0.22630 -5.65019 5.27526
C -1.38795 -5.13297 4.72496
C -1.29554 -4.13470 3.76734
C -0.05484 -3.65387 3.36110
C 1.09792 -4.18956 3.92134
C 1.01812 -5.18847 4.88140
C 0.00643 -2.57015 2.33473
C 0.00811 -1.27705 2.81663
C 0.00978 -0.92849 4.22667
C -0.05298 0.42027 4.28846
C -0.12341 0.90353 2.92066
C -0.25484 2.31785 2.57766
C -0.00988 3.32402 3.65055
C 1.27096 3.78136 3.93813
C 1.47612 4.72577 4.93497
C 0.38922 5.20073 5.64864
I 0.69545 6.62281 7.17419
C -0.89565 4.75847 5.37754
C -1.09104 3.82043 4.37407
C -0.71779 2.71620 1.38271
N 0.11484 1.78383 -0.56511
C 0.04188 2.77486 -1.55295
C 0.22410 2.35555 -2.82474
C 0.09925 3.33850 -3.93326
C -1.05762 3.36385 -4.71006
C -1.21948 4.30620 -5.71359
C -0.21001 5.22811 -5.94230
I -0.43310 6.64899 -7.48108
C 0.94178 5.23175 -5.17445
C 1.08910 4.28616 -4.16872
C 0.33897 0.92079 -3.14340
C 0.42727 0.43970 -4.49944
C 0.36810 -0.91722 -4.45108
C 0.25588 -1.27035 -3.05908
N 0.26200 -0.11680 -2.29480
C 0.16652 -2.57188 -2.58210
C 0.08143 -3.03071 -1.23373
C 0.01757 -4.39137 -0.81670
C -0.01994 -4.38891 0.55559
C 0.01037 -3.02632 0.97089
N 0.07029 -2.23535 -0.12628
C 0.14631 -3.65334 -3.61135
C -1.03346 -3.95002 -4.28501
C -1.07837 -4.98148 -5.21134
C 0.06959 -5.71317 -5.46566
I 0.00630 -7.29290 -6.85530
C 1.25867 -5.42206 -4.81757
C 1.29006 -4.39375 -3.88747
C -0.75463 3.87824 -0.95586
C -1.02439 3.95585 0.59938
N -0.05013 -0.11419 2.06559
H -2.35560 -5.49716 5.04145
H -2.19347 -3.71380 3.33117
H 2.06557 -3.81752 3.60702
H 1.91928 -5.59604 5.31856
H 0.05605 -1.62592 5.04736
H -0.07793 1.04139 5.16926
H 2.11576 3.39534 3.37928
H 2.47447 5.08125 5.15171
H -1.73973 5.13312 5.94052
H -2.08722 3.46179 4.14310
H -1.84387 2.64406 -4.51506
H -2.12725 4.32602 -6.30066
H 1.71751 5.96348 -5.35348
H 1.98367 4.28446 -3.55784
H 0.52035 1.06662 -5.37159
H 0.40295 -1.61064 -5.27599
H 0.00553 -5.24686 -1.47194
H -0.06362 -5.24112 1.21384
H -1.92537 -3.37216 -4.07638
H -2.00283 -5.21080 -5.72321
H 2.15402 -5.99087 -5.02747
H 2.21233 -4.16292 -3.36863
H -0.93194 4.79346 -1.50275
H -1.20581 4.93253 1.02485
N 3.75119 -0.73314 1.00996
C 3.07848 0.39468 0.67528
N 1.87625 0.40950 0.20101
C 1.39990 1.68791 0.02529
C 2.27126 2.67734 0.32527
S 3.75220 1.98973 0.90148
C -1.16055 1.88518 0.20855
C -1.90047 3.15217 -0.33599
S -3.70475 1.60881 1.89671
C -2.89803 0.44149 0.95613
N -1.82178 0.61536 0.19887
N -3.40854 -0.81989 0.95087
H 3.34221 -1.60831 0.72647
H 4.74183 -0.69614 1.15902
H 2.14107 3.74529 0.26730
H -2.94977 3.21767 -0.56527
H -4.33032 -0.94005 1.32550
H -3.06920 -1.47680 0.26610
```

***

DFT (ωB97M-V/def2-TZVPD) results for C38H30AsN2S4SeTl as an isolated structure.

total energy	-217094.7197	eV
total charge	-2
spin multiplicity	1

XYZ file:
```
77
C38H30AsN2S4SeTl | the OMol25 dataset | ωB97M-V/def2-TZVPD
Tl 0.65047 -1.06659 0.07957
S 0.53217 -2.93719 3.83287
C 0.36277 -4.41909 3.02177
C -0.55113 -5.36629 3.53317
C -0.65523 -6.63919 3.03237
C 0.16927 -7.05009 1.98827
C 1.02007 -6.12459 1.41617
C 1.10247 -4.82249 1.88837
S 1.97287 -3.74599 0.75547
C 3.41927 -2.96509 1.56787
C 3.24187 -1.66939 2.30637
C 4.36227 -1.13319 2.93657
C 4.23267 0.04631 3.64767
C 2.97137 0.60991 3.77507
C 1.90247 -0.00079 3.14117
C 0.50747 0.45881 3.35617
S -0.16413 1.28741 1.85717
C -1.91223 1.14311 2.19587
C -2.42293 2.12081 3.03367
C -3.75723 2.13631 3.38387
C -4.59023 1.14011 2.88467
C -4.08483 0.16551 2.06117
C -2.73143 0.13021 1.66587
S -2.25443 -1.12839 0.59817
N 2.05077 -1.08459 2.36777
H -1.19363 -5.04029 4.33987
H -1.38423 -7.32759 3.44787
H 0.12517 -8.06669 1.61647
H 1.62917 -6.38449 0.56067
H 4.10167 -2.79519 0.72967
H 3.86807 -3.70759 2.23367
H 5.32277 -1.61889 2.82937
H 5.09467 0.51351 4.10447
H 2.81837 1.51781 4.34077
H 0.43877 1.16491 4.18267
H -0.12313 -0.41229 3.52617
H -1.74443 2.87191 3.41397
H -4.14403 2.90131 4.04057
H -5.64013 1.13711 3.15277
H -4.72243 -0.61959 1.68407
C -3.94053 4.81731 -3.39293
C -3.86763 3.56321 -3.97513
C -3.00843 2.60461 -3.46533
C -2.21483 2.88161 -2.35983
C -2.30863 4.14441 -1.77593
C -3.15473 5.10711 -2.28683
As -1.06603 1.60831 -1.38753
C 0.64227 2.42441 -1.87383
C 0.90797 2.87531 -3.16063
C 2.14397 3.40621 -3.47723
C 3.13057 3.49661 -2.50933
C 2.87747 3.04751 -1.22543
C 1.63857 2.51791 -0.90953
C -1.04213 0.10501 -2.63333
C -2.22633 -0.61019 -2.79613
C -2.24293 -1.81169 -3.48103
C -1.06733 -2.31739 -4.01473
C 0.11557 -1.61449 -3.86283
C 0.13157 -0.41229 -3.17463
H -4.61223 5.56511 -3.79393
H -4.49363 3.32481 -4.82673
H -2.95573 1.62601 -3.92913
H -1.70153 4.35141 -0.89793
H -3.21673 6.07871 -1.81363
H 0.14117 2.77551 -3.92233
H 2.35137 3.73511 -4.48643
H 4.10777 3.87441 -2.76903
H 3.65067 3.09191 -0.47133
H 1.45177 2.15181 0.09417
H -3.13443 -0.23439 -2.33023
H -3.17113 -2.36419 -3.57323
H -1.07323 -3.27199 -4.52573
H 1.03507 -2.00929 -4.27203
H 1.07427 0.10891 -3.05023
Se 4.79507 0.00251 -1.37583
C 5.12047 0.80881 -2.91163
N 5.36137 1.33151 -3.91313
```